# 1
Formula: C4H4O
Source: OMol25
Level of theory: wB97M-V/def2-TZVPD

Last column: Löwdin charge in e.
CARTESIAN COORDINATES (ANGSTROEM)
C1 1.286 0.175 -0.672  0.067
C2 1.287 0.224 0.664  0.044
C3 -0.018 0.211 0.046  -0.493
C4 -1.432 -0.444 0.011  -0.035
O1 -1.120 0.998 0.050  -0.043
H1 2.038 0.448 -1.504  0.126
H2 1.744 -0.003 1.607  0.096
H3 -1.687 -0.851 -1.073  0.129
H4 -2.099 -0.757 0.872  0.109

## Properties
Spin multiplicity: 1
HOMO energy in eV: -9.239
Energy relative to the best compared isomer or geometry (same formula, charge and spin) in kcal per mole: 96.04
Structure (SMILES): C1=CC12CO2
Electronic energy in eV: -6255.215
F_max in eV/A: 2.6

***

# 2
Formula: C16H21N3O3
Source: OMol25
Level of theory: wB97M-V/def2-TZVPD

Last column: Löwdin charge in e.
CARTESIAN COORDINATES (ANGSTROEM)
C1 -1.944 3.158 -0.615  -0.036
C2 -0.472 3.475 -1.094  -0.374
C3 -0.349 5.085 -1.391  -0.040
C4 0.171 2.646 -2.077  -0.234
N1 0.201 1.274 -1.577  0.084
C5 -0.655 0.347 -1.979  -0.451
O1 -1.589 0.257 -2.837  0.036
C6 -0.256 -0.814 -1.086  -0.380
N2 1.235 -0.765 -0.780  0.001
C7 -0.973 -0.958 0.121  -0.139
C8 -0.859 -2.396 0.659  -0.137
C9 -1.552 -3.590 0.349  -0.033
N3 -1.106 -4.585 1.134  0.082
C10 -0.120 -4.104 1.995  -0.190
C11 0.741 -4.748 2.915  -0.078
C12 1.601 -4.044 3.741  -0.119
C13 1.562 -2.508 3.700  -0.026
C14 0.910 -2.032 2.438  -0.053
C15 -0.003 -2.750 1.736  -0.236
C16 1.616 3.150 -2.198  -0.365
O2 2.075 3.730 -3.264  0.044
O3 2.388 3.008 -1.020  0.023
H1 -1.911 2.048 -0.316  0.090
H2 -2.341 3.859 -0.008  0.027
H3 -2.628 3.180 -1.486  0.089
H4 -0.030 3.372 -0.107  0.120
H5 -0.683 5.280 -2.518  0.115
H6 -0.617 5.918 -0.553  0.126
H7 0.778 5.063 -1.643  0.057
H8 -0.283 2.676 -3.030  0.160
H9 0.838 0.706 -0.962  0.063
H10 -0.329 -1.735 -1.742  0.172
H11 1.634 -1.652 -0.233  0.156
H12 1.692 -0.498 -1.786  0.170
H13 -1.082 -0.209 0.995  0.161
H14 -2.016 -0.748 -0.392  0.164
H15 -2.498 -3.655 -0.101  0.115
H16 -1.621 -5.411 1.264  0.141
H17 0.687 -5.782 3.302  0.106
H18 2.646 -4.633 4.215  0.168
H19 2.250 -1.901 4.382  0.098
H20 1.003 -0.947 2.204  0.104
H21 1.889 2.233 -0.358  0.217

## Properties
Spin multiplicity: 1
HOMO energy in eV: -8.193
Energy relative to the best compared isomer or geometry (same formula, charge and spin) in kcal per mole: 205.18
Structure (SMILES): CC(C)[C@H](NC(=O)[C@@H](N)Cc1c[nH]c2ccccc12)C(=O)O
Electronic energy in eV: -27539.267
F_max in eV/A: 7.3

***

# 3
Formula: C11H14IrN2O5S
Source: OMol25
Level of theory: wB97M-V/def2-TZVPD

Last column: Mulliken spin population.
CARTESIAN COORDINATES (ANGSTROEM)
Ir1 0.975 0.507 -0.018  0.836
O1 1.122 2.270 1.321  0.085
C1 0.057 2.523 2.294  0.006
C2 -1.098 3.129 1.512  0.000
N1 -1.494 2.348 0.346  0.037
C3 -1.290 2.958 -0.946  0.001
C4 0.118 2.763 -1.489  0.012
O2 0.897 3.564 -1.843  0.022
O3 0.435 1.356 -1.546  0.006
C5 -2.324 1.175 0.509  -0.002
C6 -1.538 -0.120 0.410  0.015
O4 -1.759 -1.069 -0.287  0.018
O5 -0.407 -0.068 1.196  -0.002
H1 1.944 2.727 1.545  -0.009
H2 0.425 3.193 3.068  0.001
H3 -0.205 1.572 2.743  0.000
H4 -0.796 4.114 1.156  0.000
H5 -1.938 3.282 2.197  0.002
H6 -1.388 4.043 -0.877  -0.001
H7 -2.018 2.615 -1.684  0.002
H8 -3.134 1.154 -0.221  -0.002
H9 -2.793 1.182 1.497  0.001
S1 2.497 -0.999 -0.133  -0.011
C7 1.800 -2.575 -0.588  -0.010
N2 0.471 -2.823 -0.639  0.004
C8 -0.018 -4.023 -0.967  -0.007
C9 0.834 -5.070 -1.265  -0.003
C10 2.197 -4.851 -1.215  0.003
C11 2.687 -3.587 -0.875  -0.005
H10 -0.226 -2.102 -0.406  0.000
H11 -1.096 -4.111 -0.981  0.000
H12 0.425 -6.033 -1.532  0.000
H13 2.889 -5.651 -1.442  0.000
H14 3.751 -3.395 -0.840  0.000

## Properties
Spin multiplicity: 2
HOMO energy (alpha / beta) in eV: -15.969 / -16.003
Energy relative to the best compared isomer or geometry (same formula, charge and spin) in kcal per mole: 41.94
Electronic energy in eV: -38507.067
F_max in eV/A: 0.9
Charge: +2

***

# 4
Formula: C44H48CrN5P4Se2
Source: OMol25
Level of theory: wB97M-V/def2-TZVPD

Last column: Mulliken spin population.
CARTESIAN COORDINATES (ANGSTROEM)
Cr1 -2.628 10.897 15.677  4.144
C1 -5.727 12.223 15.139  0.020
P1 -4.813 10.638 14.743  -0.232
C2 -4.725 10.988 12.950  -0.006
N1 -5.818 11.183 12.307  0.002
C3 -5.745 11.633 11.037  0.001
C4 -6.971 11.798 10.253  0.000
C5 -6.905 12.113 8.969  0.000
C6 -5.643 12.271 8.279  0.000
C7 -4.489 12.120 9.005  0.000
C8 -4.519 11.799 10.399  0.000
N2 -3.379 11.529 11.065  0.001
C9 -3.464 11.058 12.297  -0.089
P2 -1.857 10.761 13.280  0.012
C10 -0.667 11.950 12.427  0.005
C11 -1.440 9.009 12.839  -0.048
C12 -0.671 8.455 14.035  0.053
C13 -2.710 8.251 12.502  0.000
C14 -0.517 8.893 11.612  0.001
C15 -6.002 9.197 14.956  -0.006
C16 -5.340 8.200 15.979  0.041
C17 -6.244 8.495 13.629  -0.004
C18 -7.335 9.582 15.564  -0.002
H1 -6.636 12.318 14.518  -0.002
H2 -5.037 13.106 14.998  -0.011
H3 -5.917 12.155 16.186  0.013
H4 -7.897 11.665 10.843  0.000
H5 -7.833 12.165 8.319  0.000
H6 -5.544 12.479 7.215  0.000
H7 -3.549 12.213 8.613  0.000
H8 -0.742 11.740 11.302  -0.004
H9 0.340 11.869 12.821  0.003
H10 -0.965 13.018 12.703  0.000
H11 -1.318 8.477 14.954  0.001
H12 0.186 9.118 14.177  0.002
H13 -0.327 7.437 13.931  0.003
H14 -3.350 8.233 13.387  0.024
H15 -2.468 7.228 12.273  -0.001
H16 -3.275 8.713 11.671  0.003
H17 0.435 9.303 11.788  0.000
H18 -1.002 9.393 10.743  0.000
H19 -0.408 7.837 11.379  -0.001
H20 -4.448 7.739 15.475  0.008
H21 -6.075 7.460 16.250  0.001
H22 -5.034 8.660 16.937  -0.012
H23 -5.370 8.278 12.983  0.003
H24 -6.937 9.012 12.957  0.000
H25 -6.751 7.583 13.886  0.000
H26 -7.187 10.130 16.503  0.000
H27 -7.915 8.597 15.818  0.000
H28 -7.876 10.320 14.905  0.000
Se1 -4.210 15.653 18.030  0.001
P3 -2.090 15.611 18.051  0.002
C19 -1.375 17.104 17.136  0.000
C20 -1.981 17.525 15.982  0.000
C21 -1.443 18.616 15.310  0.000
C22 -0.332 19.247 15.820  0.000
C23 0.249 18.824 17.017  0.000
C24 -0.254 17.682 17.615  0.000
C25 -1.364 15.450 19.689  0.003
C26 -2.150 15.851 20.761  -0.001
C27 -1.570 15.640 22.016  0.000
C28 -0.231 15.317 22.066  0.000
C29 0.524 15.009 20.962  0.000
C30 -0.062 15.030 19.726  -0.002
C31 -1.453 14.118 17.239  0.009
C32 -1.481 12.773 17.617  -0.060
N3 -1.147 12.083 16.539  0.067
N4 -0.861 12.975 15.541  0.027
N5 -1.070 14.184 15.949  0.015
P4 -2.154 11.707 18.866  0.024
Se2 -3.763 10.631 17.928  -0.001
C33 -2.807 12.430 20.379  0.005
C34 -2.183 12.210 21.663  0.001
C35 -2.794 12.657 22.832  0.000
C36 -4.098 13.189 22.789  0.000
C37 -4.682 13.431 21.556  0.000
C38 -4.041 13.108 20.375  -0.001
C39 -0.741 10.638 19.298  -0.010
C40 -0.987 9.357 19.831  -0.002
C41 0.104 8.613 20.294  0.002
C42 1.382 9.091 20.284  0.000
C43 1.625 10.346 19.784  0.001
C44 0.540 11.098 19.239  -0.010
H29 -2.893 17.060 15.596  0.000
H30 -1.909 19.045 14.393  0.000
H31 0.023 20.076 15.227  0.000
H32 1.284 19.217 17.262  0.000
H33 0.179 17.343 18.552  0.000
H34 -3.140 16.169 20.705  0.000
H35 -2.187 15.723 22.865  0.000
H36 0.202 15.210 23.035  0.000
H37 1.604 14.797 21.106  0.000
H38 0.602 14.885 18.904  0.001
H39 -1.185 11.735 21.750  0.000
H40 -2.307 12.451 23.785  0.000
H41 -4.621 13.511 23.708  0.000
H42 -5.699 13.954 21.538  0.000
H43 -4.522 13.334 19.447  0.005
H44 -1.959 8.900 19.827  0.000
H45 -0.138 7.633 20.663  0.000
H46 2.195 8.493 20.654  0.000
H47 2.611 10.822 19.804  0.000
H48 0.670 12.002 18.664  0.001

## Properties
Spin multiplicity: 5
HOMO energy (alpha / beta) in eV: -9.857 / -9.862
Energy relative to the best compared isomer or geometry (same formula, charge and spin) in kcal per mole: 67.30
Electronic energy in eV: -250122.161
F_max in eV/A: 3.6
Charge: +1